# 1
Formula: C4H12N3
Source: the Open Molecules 2025 dataset
Level of theory: ωB97M-V with the def2-TZVPD basis set

Summary:
⟨S²⟩: 2.015
HOMO level (alpha / beta) (hartree): -0.2955 / -0.5025
Gap between HOMO and LUMO (alpha / beta) (eV): 4.8 / 7.4
DFT total energy (Eh): -323.3564

```
! wB97M-V def2-TZVPD RIJCOSX def2/J DEFGRID3
* xyz 1 3
C -1.697 -1.167 0.320
C -1.182 0.067 0.164
C 1.577 -0.406 -1.310
C 1.305 -0.068 0.149
N -2.505 1.001 0.121
N 1.395 -1.096 0.915
N 1.669 1.186 0.532
H -2.751 -1.449 0.375
H -1.015 -1.984 0.518
H 2.518 0.095 -1.508
H 0.898 0.044 -1.972
H 1.649 -1.398 -1.549
H -2.467 2.063 -0.091
H -2.889 0.650 -0.774
H 1.358 -2.017 0.632
H 1.394 -0.978 1.870
H -3.258 0.591 0.707
H 1.498 1.497 1.420
H 2.095 1.795 -0.059
*
```

---

# 2
Formula: C4H3Br
Source: the Open Molecules 2025 dataset
Level of theory: ωB97M-V with the def2-TZVPD basis set

Summary:
HOMO level (hartree): -0.3669
Gap between HOMO and LUMO (eV): 10.3
DFT total energy (Eh): -2728.0568

```
! wB97M-V def2-TZVPD RIJCOSX def2/J DEFGRID3
* xyz 0 1
C -0.008 0.469 2.272
C 0.220 0.279 1.113
C 0.606 0.113 -0.694
C -0.361 -0.507 -1.278
Br -0.329 -1.035 -3.186
H -0.402 0.882 3.196
H 1.384 0.880 -0.774
H -1.110 -1.081 -0.649
*
```

---

# 3
Formula: C2H5FIN
Source: the Open Molecules 2025 dataset
Level of theory: ωB97M-V with the def2-TZVPD basis set

Summary:
⟨S²⟩: 2.006
HOMO level (alpha / beta) (hartree): -0.2031 / -0.3564
Gap between HOMO and LUMO (alpha / beta) (eV): 6.4 / 6.2
DFT total energy (Eh): -531.3212

```
! wB97M-V def2-TZVPD RIJCOSX def2/J DEFGRID3
* xyz 0 3
C 0.122 -0.342 1.164
C 0.090 -0.384 -0.317
N -0.434 1.090 -0.966
F 1.292 -0.585 -0.834
I -1.156 -1.862 -1.333
H 0.320 0.792 1.440
H -0.823 -0.623 1.758
H 0.870 -1.108 1.444
H 0.027 1.882 -0.424
H -0.310 1.141 -1.933
*
```

---

# 4
Formula: CH3N3O5S2
Source: the Open Molecules 2025 dataset
Level of theory: ωB97M-V with the def2-TZVPD basis set

Summary:
HOMO level (hartree): -0.0310
Gap between HOMO and LUMO (eV): 6.7
DFT total energy (Eh): -1376.7394

```
! wB97M-V def2-TZVPD RIJCOSX def2/J DEFGRID3
* xyz -2 1
C -1.691 0.805 2.523
N -1.584 -0.276 1.697
N 1.131 0.762 -1.759
N 0.790 -1.095 0.114
O -2.840 1.044 2.928
O -0.681 1.409 2.922
O -1.301 0.429 -0.694
O 2.916 -0.904 -1.200
O 0.863 -1.756 -2.299
S -1.304 -0.724 0.300
S 1.455 -0.849 -1.278
H 1.086 0.648 -2.758
H 0.217 0.793 -1.206
H 0.942 -0.286 0.711
*
```

---

# 5
Formula: C44H27CuF5N9OSe
Source: the Open Molecules 2025 dataset
Level of theory: ωB97M-V with the def2-TZVPD basis set

Summary:
⟨S²⟩: 0.753
HOMO level (alpha / beta) (hartree): -0.1573 / -0.1581
Gap between HOMO and LUMO (alpha / beta) (eV): 4.8 / 4.8
DFT total energy (Eh): -6802.2667

```
! wB97M-V def2-TZVPD RIJCOSX def2/J DEFGRID3
* xyz -1 2
Cu 14.916 14.371 14.801
C 9.932 11.468 11.553
C 9.338 11.533 12.763
C 9.927 12.013 13.979
C 11.219 12.553 13.909
C 12.249 13.169 14.830
N 11.937 13.346 16.160
C 12.881 13.729 16.940
C 12.681 14.020 18.416
C 11.591 13.835 19.165
C 11.708 14.015 20.561
C 12.949 14.394 21.114
C 14.049 14.521 20.302
C 13.959 14.413 18.913
C 14.870 14.397 17.769
N 16.236 14.804 17.957
C 16.973 14.949 16.862
N 16.646 14.849 15.587
C 17.637 15.475 14.786
N 17.926 15.472 13.545
C 17.001 14.874 12.730
N 15.746 14.378 12.956
C 15.184 13.861 11.760
N 13.873 13.374 11.736
C 13.088 13.224 12.793
N 13.270 13.584 14.073
C 11.862 12.460 12.651
C 11.211 11.979 11.488
C 16.103 14.124 10.717
C 16.032 13.751 9.352
C 16.983 14.239 8.500
C 18.151 14.906 9.090
C 18.249 15.133 10.422
C 17.216 14.756 11.249
C 18.618 16.050 15.865
C 19.746 16.741 15.498
C 20.458 17.312 16.612
C 19.947 17.004 17.915
C 18.862 16.177 18.167
C 18.215 15.644 17.108
N 14.279 14.048 16.617
H 9.373 10.976 10.751
H 8.373 11.032 12.875
H 9.497 12.027 14.982
H 10.584 13.514 18.888
H 10.902 13.635 21.127
H 12.898 14.529 22.188
H 15.021 14.772 20.820
H 11.595 12.126 10.500
H 15.337 12.982 8.957
H 16.886 14.120 7.471
H 18.812 15.247 8.399
H 19.144 15.587 10.819
H 19.961 17.026 14.533
H 21.432 17.771 16.502
H 20.503 17.319 18.749
H 18.536 16.015 19.235
F 16.798 21.916 15.842
C 16.093 20.762 15.796
C 16.384 19.641 16.543
F 17.347 19.744 17.480
C 15.653 18.453 16.400
F 15.899 17.417 17.235
C 14.683 18.356 15.443
Se 13.624 16.755 15.352
C 14.384 19.524 14.720
F 13.396 19.409 13.845
C 15.049 20.708 14.902
F 14.807 21.826 14.227
O 16.887 8.953 12.855
C 16.934 10.139 12.604
C 18.069 10.850 11.762
C 18.888 11.652 12.808
C 18.818 11.139 14.251
C 17.662 11.793 14.984
C 16.273 11.154 14.614
N 16.109 11.074 13.153
H 17.600 11.474 11.055
H 18.636 10.076 11.279
H 18.662 12.732 12.738
H 19.950 11.620 12.498
H 19.719 11.557 14.728
H 18.722 10.073 14.281
H 17.710 12.864 14.738
H 17.750 11.658 16.067
H 15.429 11.707 15.036
H 16.186 10.125 15.034
H 16.018 11.916 12.641
*
```

---

# 6
Formula: C30H26BrF4N7O9PTi
Source: the Open Molecules 2025 dataset
Level of theory: ωB97M-V with the def2-TZVPD basis set

Summary:
⟨S²⟩: 0.759
HOMO level (alpha / beta) (hartree): -0.5159 / -0.5158
Gap between HOMO and LUMO (alpha / beta) (eV): 7.5 / 6.8
DFT total energy (Eh): -6382.8983

```
! wB97M-V def2-TZVPD RIJCOSX def2/J DEFGRID3
* xyz 2 2
Ti 0.103 0.745 -0.169
N 0.970 2.604 0.692
C 1.735 2.149 1.873
C 2.834 3.153 2.262
C 3.651 2.871 3.534
C 2.856 2.611 4.815
N 2.442 1.216 4.897
C 1.616 0.687 5.782
N 0.971 1.445 6.668
N 1.396 -0.632 5.760
C 2.249 0.730 1.504
O 2.951 0.077 2.246
O 1.754 0.301 0.387
H 1.627 2.946 -0.017
H 0.359 3.383 0.945
H 1.023 2.030 2.702
H 2.362 4.134 2.367
H 3.542 3.217 1.432
H 4.263 3.755 3.708
H 4.330 2.037 3.361
H 1.988 3.276 4.864
H 3.504 2.834 5.667
H 2.861 0.602 4.196
H 1.163 2.429 6.741
H 0.382 1.034 7.374
H 1.932 -1.229 5.152
H 0.804 -1.066 6.447
F -4.772 -3.565 2.562
C -3.787 -3.138 1.802
C -3.653 -3.600 0.495
F -4.509 -4.474 0.006
C -2.597 -3.148 -0.293
F -2.474 -3.639 -1.521
C -1.664 -2.220 0.166
P -0.260 -1.618 -0.882
C 0.894 -3.008 -0.736
C 1.969 -2.891 0.145
C 2.835 -3.958 0.316
C 2.629 -5.137 -0.385
C 1.563 -5.249 -1.266
C 0.691 -4.190 -1.449
C -0.910 -1.537 -2.569
C -0.074 -1.832 -3.644
C -0.529 -1.646 -4.940
C -1.808 -1.159 -5.167
C -2.638 -0.853 -4.096
C -2.189 -1.023 -2.798
C -1.817 -1.795 1.483
Br -0.570 -0.609 2.291
C -2.846 -2.240 2.297
F -2.925 -1.809 3.552
H 2.144 -1.965 0.675
H 3.677 -3.861 0.985
H 3.303 -5.969 -0.248
H 1.411 -6.163 -1.819
H -0.128 -4.275 -2.148
H 0.929 -2.196 -3.467
H 0.120 -1.870 -5.775
H -2.157 -1.018 -6.179
H -3.638 -0.484 -4.276
H -2.839 -0.786 -1.962
O -4.560 4.505 -3.650
N -3.657 4.139 -4.361
O -3.519 4.352 -5.538
C -2.601 3.336 -3.710
C -1.610 2.774 -4.498
C -0.602 2.032 -3.907
C -0.592 1.816 -2.519
O 0.346 1.183 -1.850
C -1.672 2.352 -1.771
C -2.653 3.141 -2.339
N -1.617 2.000 -0.406
O -1.702 2.802 0.549
O -1.685 0.699 -0.140
N 0.451 1.459 -4.751
O 1.429 1.015 -4.192
O 0.259 1.481 -5.941
H -1.619 2.928 -5.570
H -3.451 3.575 -1.751
*
```

---

# 7
Formula: C5H11F
Source: the Open Molecules 2025 dataset
Level of theory: ωB97M-V with the def2-TZVPD basis set

Summary:
HOMO level (hartree): -0.4164
Gap between HOMO and LUMO (eV): 12.4
DFT total energy (Eh): -296.9597

```
! wB97M-V def2-TZVPD RIJCOSX def2/J DEFGRID3
* xyz 0 1
C -0.960 1.350 -0.239
C -0.511 -0.063 0.223
C -1.602 -1.117 -0.012
C 0.874 -0.502 -0.323
C 2.052 0.161 0.372
F 3.209 -0.232 -0.265
H -0.168 2.100 -0.223
H -1.661 1.745 0.519
H -1.335 1.378 -1.242
H -0.350 0.051 1.331
H -1.268 -2.160 0.225
H -2.476 -0.909 0.597
H -1.897 -1.158 -1.107
H 0.959 -1.577 -0.261
H 0.916 -0.262 -1.365
H 2.109 -0.057 1.432
H 2.108 1.253 0.339
*
```